Entry 1:
17
Properties=species:S:1:pos:R:3:mulliken_charge:R:1 method="wB97M-V/def2-TZVPD" energy_ev=-8306.4558 charge=+2 lumo_energy_ev=-11.462 relative_energy_kcal_mol=32.6 gap_ev=9.7
C 1.263 -1.708 0.154 -1.233
C 0.108 -0.767 -0.054 0.522
N -1.441 -0.989 -0.176 -0.063
C -2.094 0.235 0.023 -0.174
C -1.021 1.178 0.137 -0.174
N 0.148 0.605 0.015 0.183
C 1.359 1.379 -0.065 -0.773
H 0.882 -2.703 0.117 0.363
H 1.939 -1.516 1.019 0.395
H 1.880 -1.705 -0.704 0.469
H -1.836 -1.933 -0.157 0.278
H -2.740 0.315 0.997 0.376
H -2.640 0.742 -0.804 0.348
H -1.025 2.304 -0.069 0.408
H 1.977 1.471 0.790 0.367
H 1.302 2.351 -0.422 0.369
H 1.938 0.740 -0.803 0.340

---

Entry 2:
18
Properties=species:S:1:pos:R:3:mulliken_charge:R:1 method="wB97M-V/def2-TZVPD" energy_ev=-10369.2102 lumo_energy_ev=0.869 relative_energy_kcal_mol=140.6 gap_ev=9.3
C 2.506 -0.606 0.556 -0.818
N 1.211 -0.184 0.192 0.352
C 1.084 1.140 -0.288 -0.840
N 0.545 -1.217 -0.574 -0.649
C -0.725 -1.106 -0.516 -0.461
C -1.575 -0.090 0.294 0.340
C -3.025 0.245 -0.229 -0.402
O -2.907 -0.628 0.848 -0.384
H 3.008 0.199 1.244 0.270
H 2.471 -1.549 1.111 0.271
H 3.400 -0.771 -0.162 0.285
H 1.049 1.997 0.696 0.210
H 0.006 1.018 -0.876 0.318
H 1.991 1.465 -1.025 0.312
H -1.210 -1.920 -0.928 0.432
H -0.972 0.715 0.950 0.318
H -3.324 1.394 -0.146 0.191
H -3.533 -0.102 -1.147 0.257

---

Entry 3:
18
Properties=species:S:1:pos:R:3:mulliken_charge:R:1 method="wB97M-V/def2-TZVPD" energy_ev=-10371.3221 lumo_energy_ev="-0.235 / -0.233" relative_energy_kcal_mol=91.9 gap_ev="7.5 / 7.5"
C 1.343 -0.522 -0.738 -0.775
C 0.863 0.579 -1.549 -0.529
C -0.433 -1.501 -0.002 -0.009
O -1.047 -1.955 -0.960 -0.612
H 0.082 -2.118 0.750 0.330
H 1.990 -0.292 0.101 0.361
H 1.557 -1.464 -1.224 0.389
H 1.382 1.524 -1.387 0.286
H -0.236 0.851 -1.245 0.042
H 0.779 0.355 -2.611 0.286
C -0.165 0.211 1.734 0.050
C -1.611 0.573 -0.147 -0.677
N -0.863 -0.236 0.591 0.070
N -0.346 1.368 2.205 -0.590
H 0.217 1.517 3.038 0.261
H 0.493 -0.559 2.136 0.354
H -1.808 1.563 0.230 0.407
H -2.197 0.104 -0.922 0.356

---

Entry 4:
18
Properties=species:S:1:pos:R:3:mulliken_charge:R:1 method="wB97M-V/def2-TZVPD" energy_ev=-10369.2242 lumo_energy_ev=0.826 relative_energy_kcal_mol=140.2 gap_ev=9.3
C -2.442 -1.060 -0.224 -1.134
C -1.037 -0.620 -0.737 -0.073
C -0.656 0.607 -0.215 0.242
C -1.315 1.344 0.934 -1.008
C 1.702 0.742 -0.494 0.015
H -2.432 -2.182 -0.330 0.340
H -3.189 -0.619 -1.061 0.228
H -2.560 -0.883 0.857 0.421
H -0.648 -0.702 -1.821 0.333
H -0.590 1.630 1.749 0.317
H -1.956 2.290 0.439 0.247
H -2.256 0.777 1.401 0.229
H 2.442 1.467 -0.821 0.382
H 3.205 -0.703 -0.008 0.235
H 0.353 -1.117 0.233 0.506
N 0.567 1.198 -0.480 -0.538
N 2.180 -0.494 -0.049 -0.225
O 1.362 -1.371 0.934 -0.517

---

Entry 5:
18
Properties=species:S:1:pos:R:3:mulliken_charge:R:1 method="wB97M-V/def2-TZVPD" energy_ev=-10373.5581 lumo_energy_ev=0.958 relative_energy_kcal_mol=40.3 gap_ev=10.2
C 2.584 -1.108 -0.515 -0.813
C 1.808 -0.332 0.224 -0.021
C 0.364 -0.622 0.501 -0.505
N -0.549 0.385 -0.070 -0.160
C -0.419 1.705 0.541 -0.965
C -1.954 -0.105 0.011 0.308
N -2.158 -0.447 -1.271 -0.341
O -2.679 -0.042 0.969 -0.582
H 2.205 -1.999 -0.995 0.251
H 3.635 -0.899 -0.647 0.268
H 2.221 0.548 0.700 0.282
H 0.202 -0.682 1.589 0.323
H 0.090 -1.583 0.060 0.343
H -0.557 1.667 1.627 0.345
H -1.182 2.358 0.121 0.335
H 0.565 2.116 0.322 0.282
H -1.124 -0.149 -1.614 0.434
H -3.055 -0.810 -1.553 0.217

---

Entry 6:
18
Properties=species:S:1:pos:R:3:mulliken_charge:R:1 method="wB97M-V/def2-TZVPD" energy_ev=-10369.6337 lumo_energy_ev=1.045 relative_energy_kcal_mol=130.8 gap_ev=9.4
C 1.444 1.171 0.097 0.043
N 0.259 1.707 0.027 -0.630
N -0.971 1.198 -0.384 -0.097
C -1.843 0.110 0.210 -0.711
C -1.286 -1.375 -0.076 -0.442
C 0.128 -0.931 -0.053 -0.901
O 1.456 -1.406 -0.072 -0.490
C 2.185 -0.156 -0.067 -0.388
H 2.190 1.915 0.367 0.366
H -1.535 2.016 -0.590 0.278
H -2.871 0.306 -0.056 0.427
H -1.810 0.254 1.295 0.287
H -1.551 -2.109 0.670 0.341
H -1.680 -1.702 -1.033 0.295
H 0.081 -0.402 -0.981 0.607
H 0.065 -0.270 0.849 0.353
H 2.827 -0.086 -0.968 0.325
H 2.911 -0.242 0.765 0.336

---

Entry 7:
18
Properties=species:S:1:pos:R:3:mulliken_charge:R:1 method="wB97M-V/def2-TZVPD" energy_ev=-10372.0624 lumo_energy_ev=0.935 relative_energy_kcal_mol=74.8 gap_ev=9.0
C -0.378 -1.967 0.118 -1.314
C 0.787 0.132 0.954 0.430
C 0.870 1.080 -0.971 -0.844
N 0.269 0.768 -2.105 -0.091
N -1.477 1.060 -0.032 -0.672
C -0.055 1.219 0.176 0.125
C 0.534 -1.180 1.002 -0.194
O 1.673 0.645 1.875 -0.553
H 2.052 1.453 1.507 0.339
H 0.809 0.688 -2.952 0.246
H -0.746 0.794 -2.215 0.253
H -1.993 1.322 0.802 0.279
H -1.732 0.108 -0.261 0.235
H 0.149 2.169 0.679 0.380
H 1.073 -1.739 1.755 0.416
H -0.016 -2.991 0.038 0.357
H -1.396 -2.010 0.517 0.259
H -0.423 -1.552 -0.889 0.347

---

Entry 8:
18
Properties=species:S:1:pos:R:3:mulliken_charge:R:1 method="wB97M-V/def2-TZVPD" energy_ev=-10372.4422 lumo_energy_ev=0.666 relative_energy_kcal_mol=66.0 gap_ev=7.5
C 0.455 2.086 -0.856 -0.943
C -0.668 -2.445 0.144 -1.332
C -0.941 0.089 -0.535 0.505
C -0.365 -0.979 0.071 -0.437
N 0.923 0.034 1.871 -0.663
C 0.784 -0.119 0.455 0.684
O -1.994 0.252 -1.241 -0.488
N -0.058 0.964 -0.110 -0.191
H -2.104 1.205 -1.375 0.295
H 1.067 0.993 2.165 0.211
H 1.663 -0.532 2.273 0.227
H 1.727 -0.253 -0.088 0.327
H 0.959 1.769 -1.776 0.349
H -0.353 2.777 -1.123 0.294
H 1.185 2.629 -0.243 0.299
H -1.740 -2.606 0.293 0.309
H -0.462 -2.905 -0.831 0.243
H -0.077 -2.958 0.905 0.313

---

Entry 9:
18
Properties=species:S:1:pos:R:3:mulliken_charge:R:1 method="wB97M-V/def2-TZVPD" energy_ev=-10372.7428 lumo_energy_ev=0.902 relative_energy_kcal_mol=59.1 gap_ev=10.3
N 2.586 -1.206 -0.166 -0.665
N 1.347 -0.474 -0.178 -0.036
C 1.398 0.727 0.272 -0.154
C 0.114 1.554 0.402 -0.807
C -1.005 1.214 -0.586 -0.088
C -1.847 0.182 -0.530 -0.330
C -1.805 -0.903 0.504 -0.493
O -1.162 -2.064 0.043 -0.549
H 3.401 -0.593 -0.320 0.253
H 2.481 -1.870 -0.919 0.253
H 2.342 1.176 0.534 0.393
H 0.392 2.625 0.411 0.372
H -0.281 1.393 1.432 0.235
H -0.964 1.802 -1.509 0.319
H -2.557 0.022 -1.325 0.339
H -2.856 -1.200 0.707 0.308
H -1.341 -0.550 1.445 0.228
H -0.242 -1.834 -0.216 0.423

---

Entry 10:
18
Properties=species:S:1:pos:R:3:mulliken_charge:R:1 method="wB97M-V/def2-TZVPD" energy_ev=-10371.7372 lumo_energy_ev=0.977 relative_energy_kcal_mol=82.3 gap_ev=9.0
C 1.529 0.339 -1.389 -1.219
C -0.597 1.420 0.616 -0.777
C 0.079 -0.624 0.470 0.560
N -0.017 -1.388 1.628 -0.500
N -1.632 0.171 -1.252 -0.610
C -1.219 0.164 0.123 -0.094
C 1.215 -0.565 -0.242 -0.255
O -0.913 1.600 1.906 -0.323
H -0.413 2.348 2.264 0.402
H -0.942 -1.701 1.879 0.220
H 0.683 -2.108 1.726 0.236
H -1.124 0.872 -1.777 0.323
H -1.486 -0.734 -1.687 0.285
H -2.031 -0.237 0.743 0.512
H 2.004 -1.254 0.036 0.300
H 1.324 -0.155 -2.345 0.238
H 0.951 1.259 -1.327 0.323
H 2.589 0.594 -1.373 0.381

---

Entry 11:
18
Properties=species:S:1:pos:R:3:mulliken_charge:R:1 method="wB97M-V/def2-TZVPD" energy_ev=-10372.2811 lumo_energy_ev=-0.347 relative_energy_kcal_mol=69.7 gap_ev=8.5
C -2.633 0.548 -1.383 -0.843
N -1.259 0.667 -0.943 -0.457
C -0.570 -0.403 -0.738 0.698
O -0.734 -1.596 -0.654 -0.579
H -3.136 -0.373 -1.063 0.305
H -2.762 0.591 -2.470 0.269
H -3.257 1.358 -1.003 0.285
C 0.965 0.312 2.097 -1.132
N 1.993 -1.238 -0.149 -0.631
C 1.302 -0.009 -0.379 -0.111
C 0.906 0.810 0.702 -0.181
H 2.199 -1.677 -1.036 0.290
H 1.399 -1.897 0.346 0.305
H 1.668 0.534 -1.243 0.399
H 0.865 1.876 0.544 0.425
H 2.006 0.106 2.373 0.319
H 0.610 1.037 2.826 0.344
H 0.440 -0.645 2.173 0.297

---

Entry 12:
18
Properties=species:S:1:pos:R:3:mulliken_charge:R:1 method="wB97M-V/def2-TZVPD" energy_ev=-10374.1113 lumo_energy_ev=0.820 relative_energy_kcal_mol=27.5 gap_ev=10.2
C 2.122 0.480 1.430 -0.918
C 0.885 0.840 1.729 0.027
C -0.340 0.236 1.139 -0.343
C -0.262 -1.023 0.249 -0.824
N -1.370 -0.995 -0.733 -0.112
C -1.210 -0.388 -1.947 0.391
N -0.350 0.732 -1.939 -0.367
O -1.846 -0.692 -2.931 -0.596
H 2.466 -0.170 0.634 0.182
H 3.039 0.810 1.926 0.245
H 0.759 1.635 2.460 0.328
H -0.752 1.021 0.495 0.290
H -1.086 0.038 1.916 0.339
H 0.648 -1.120 -0.333 0.366
H -0.599 -1.815 0.907 0.386
H -2.079 -1.706 -0.695 0.228
H -0.670 1.513 -2.485 0.197
H 0.644 0.604 -1.822 0.182